# 1
102
Properties=species:S:1:pos:R:3:forces:R:3:lowdin_charge:R:1 method="wB97M-V/def2-TZVPD" charge=+2 relative_energy_ev=0.507 gap_ev=7.37 e_tot_ha=-4080.95618 lumo_ev=-5.18
Lu -0.565 -1.125 -0.826 0.3 -0.7 0.0 1.6055
C 1.683 -3.487 -1.783 0.0 0.0 0.0 -0.1348
N 0.263 -3.512 -1.398 -0.2 0.2 0.0 -0.2196
C -0.513 -3.966 -2.577 0.0 0.0 0.1 -0.1047
C -1.990 -3.681 -2.508 0.0 -0.1 0.0 -0.2567
C -2.890 -4.492 -3.179 0.0 -0.1 0.0 0.0061
C -4.228 -4.136 -3.195 0.0 0.0 0.0 -0.0167
C -4.624 -2.980 -2.540 -0.1 -0.1 0.0 -0.0238
C -3.665 -2.230 -1.892 0.1 0.1 0.1 -0.1163
N -2.374 -2.577 -1.865 0.5 0.5 0.0 0.0045
C 0.074 -4.413 -0.247 -0.1 0.0 0.0 -0.1088
C -1.121 -4.094 0.617 0.0 0.0 0.0 -0.2647
C -1.798 -5.108 1.269 -0.1 -0.1 0.0 0.0155
C -2.837 -4.789 2.128 0.0 -0.1 0.0 -0.0075
C -3.177 -3.457 2.307 -0.1 0.0 0.1 -0.0215
C -2.457 -2.505 1.616 0.1 0.0 -0.1 -0.1184
N -1.443 -2.808 0.793 0.0 0.5 -0.1 -0.0179
C 2.011 -2.295 -2.645 0.0 0.0 0.0 -0.2862
C 3.080 -2.326 -3.520 0.1 0.0 -0.1 0.0053
C 3.372 -1.196 -4.268 0.1 0.0 0.0 -0.0123
C 2.572 -0.071 -4.135 0.1 0.0 -0.1 -0.0186
C 1.512 -0.118 -3.253 0.0 -0.1 0.0 -0.1040
N 1.247 -1.204 -2.507 -0.5 0.2 0.3 -0.0037
H 1.960 -4.404 -2.312 0.0 0.0 0.0 0.1444
H 2.288 -3.447 -0.878 0.0 0.0 0.0 0.1161
H -0.346 -5.034 -2.743 0.0 -0.1 0.0 0.1382
H -0.121 -3.444 -3.453 0.0 0.0 0.0 0.1405
H -2.543 -5.384 -3.686 0.0 0.0 0.0 0.1276
H -4.951 -4.750 -3.717 0.0 0.0 0.0 0.1257
H -5.657 -2.659 -2.533 0.0 0.0 0.0 0.1209
H -3.927 -1.310 -1.385 0.0 0.0 0.0 0.1111
H 0.957 -4.333 0.389 0.0 0.0 0.0 0.1249
H 0.017 -5.454 -0.576 0.0 0.0 0.0 0.1407
H -1.514 -6.139 1.104 0.0 0.0 0.0 0.1306
H -3.378 -5.570 2.647 0.0 0.0 0.0 0.1290
H -3.985 -3.161 2.961 0.0 0.0 0.0 0.1230
H -2.705 -1.455 1.712 0.0 0.0 0.0 0.0986
H 3.669 -3.230 -3.625 0.0 0.0 0.0 0.1306
H 4.205 -1.200 -4.960 0.0 0.0 0.0 0.1277
H 2.750 0.822 -4.718 0.0 0.0 0.0 0.1240
H 0.824 0.712 -3.144 0.0 0.0 0.0 0.0932
C 4.938 -1.513 1.709 -0.1 0.0 0.0 -0.0567
N 3.497 -1.603 1.445 0.2 0.0 0.3 -0.1056
C 2.804 -1.155 0.406 0.0 0.0 0.0 -0.1300
N 1.513 -1.399 0.593 -0.5 0.0 -0.1 -0.0176
C 1.485 -1.995 1.823 0.1 0.1 0.0 -0.2045
N 2.666 -2.138 2.369 0.0 0.1 -0.3 0.1523
C 5.361 -0.204 2.335 -0.1 0.0 0.0 -0.1992
C 6.678 0.216 2.189 0.0 0.0 0.0 -0.0294
C 7.125 1.357 2.841 0.0 0.0 0.0 -0.0404
C 6.258 2.096 3.631 0.1 0.0 0.0 0.0029
C 4.936 1.687 3.760 0.0 0.0 0.0 -0.1283
C 4.488 0.537 3.117 0.0 0.0 0.0 0.0277
C 4.013 2.458 4.593 0.1 0.0 -0.1 -0.2977
N 4.270 3.202 5.607 -0.2 0.0 0.2 0.1421
N 3.040 3.696 6.049 0.2 0.0 -0.1 0.1425
C 2.154 3.219 5.252 -0.1 0.0 0.1 -0.2942
O 2.690 2.415 4.298 -0.1 -0.1 -0.1 0.1247
C 0.710 3.448 5.231 0.0 0.0 0.0 -0.1295
C 0.037 3.810 6.392 0.0 0.0 0.1 0.0013
C -1.330 4.035 6.342 0.0 0.0 0.0 -0.0418
C -2.022 3.903 5.145 0.0 0.0 0.0 -0.0265
C -1.346 3.556 3.982 0.1 0.0 0.0 -0.1985
C -2.087 3.503 2.665 0.1 -0.1 -0.1 -0.0542
N -1.448 2.605 1.698 0.0 0.3 0.2 -0.1114
C -1.431 1.279 1.680 0.0 0.1 0.0 -0.1264
N -0.621 0.856 0.718 -0.1 -0.5 -0.4 -0.0378
C -0.152 2.020 0.176 0.0 0.0 0.0 -0.2216
N -0.619 3.098 0.747 -0.1 -0.2 0.2 0.1525
C 0.020 3.325 4.029 0.0 0.0 0.0 0.0266
H 5.465 -1.680 0.771 0.0 0.0 -0.1 0.1321
H 5.158 -2.345 2.372 0.0 -0.1 0.0 0.1408
H 3.250 -0.675 -0.453 0.0 0.0 0.1 0.1498
H 0.582 -2.319 2.316 0.0 0.0 0.0 0.1101
H 7.366 -0.358 1.575 0.0 0.0 0.0 0.1205
H 8.154 1.673 2.728 0.0 0.0 0.0 0.1178
H 6.591 2.989 4.146 0.0 -0.1 0.0 0.1278
H 3.462 0.220 3.262 0.0 0.0 0.0 0.1147
H 0.589 3.910 7.319 0.0 0.0 -0.1 0.1271
H -1.862 4.313 7.243 0.0 0.0 0.0 0.1171
H -3.092 4.085 5.118 0.1 0.0 0.0 0.1210
H -2.096 4.478 2.185 0.0 0.1 0.0 0.1410
H -3.119 3.187 2.804 0.0 -0.1 0.0 0.1336
H -1.987 0.670 2.377 0.0 0.1 0.0 0.1374
H 0.531 2.064 -0.656 0.0 0.0 0.0 0.1118
H 0.573 3.077 3.131 0.0 0.0 0.0 0.1167
F -5.347 6.129 -5.319 -0.1 0.1 0.1 0.1552
C -4.634 5.286 -6.079 0.1 -0.2 0.1 -0.5996
F -5.452 4.780 -7.006 -0.1 0.0 -0.1 0.1508
F -3.703 6.015 -6.709 0.1 0.1 -0.1 0.1553
C -3.996 4.210 -5.236 0.0 0.0 0.0 -0.1077
C -4.268 2.871 -5.461 0.0 0.0 0.0 0.0065
C -3.663 1.905 -4.670 0.0 0.0 -0.1 -0.0175
C -2.787 2.276 -3.653 0.1 0.0 0.1 -0.2588
C -2.522 3.632 -3.435 0.0 0.0 0.0 -0.0172
C -3.124 4.594 -4.224 0.0 0.0 0.0 0.0032
C -2.156 1.276 -2.829 -0.1 0.0 0.0 -0.1440
C -1.628 0.426 -2.129 0.1 -0.1 0.0 -0.2006
H -4.949 2.585 -6.252 0.0 0.0 0.0 0.1251
H -3.867 0.856 -4.841 0.0 0.0 0.0 0.1155
H -1.848 3.922 -2.639 0.0 0.0 0.0 0.1131
H -2.923 5.645 -4.058 0.0 0.0 0.0 0.1319

# 2
100
Properties=species:S:1:pos:R:3:forces:R:3:lowdin_charge:R:1 method="wB97M-V/def2-TZVPD" charge=-1 relative_energy_ev=0.188 gap_ev=6.81 e_tot_ha=-3428.92821 lumo_ev=2.08
Y -0.025 0.293 -0.407 -0.4 0.7 -0.3 1.4975
O 3.796 -0.330 1.708 0.0 0.0 0.1 0.0241
C 2.845 0.054 1.028 -0.1 -0.2 -0.2 -0.4850
N 1.889 -0.652 0.409 0.3 -0.4 0.1 -0.0375
C 2.042 -2.023 0.110 0.2 0.1 0.1 -0.2326
C 2.859 -2.913 0.808 -0.2 -0.1 0.0 -0.0409
C 2.934 -4.251 0.426 0.0 0.1 0.0 -0.1126
C 2.199 -4.705 -0.655 0.0 0.1 0.0 -0.1135
C 1.402 -3.824 -1.384 0.0 0.0 0.0 -0.0239
C 1.323 -2.476 -1.029 0.0 0.0 -0.1 -0.2040
N 0.587 -1.484 -1.712 0.4 -0.4 0.0 -0.0172
C 0.061 -1.678 -2.924 0.1 0.0 0.1 -0.4841
O 0.047 -2.683 -3.636 0.0 -0.1 -0.1 0.0162
C -0.574 -0.418 -3.488 0.2 0.1 0.1 -0.1807
C -1.184 -0.470 -4.726 -0.1 -0.1 -0.1 -0.0013
C -1.753 0.676 -5.250 0.0 0.0 0.0 -0.0487
C -1.684 1.849 -4.518 0.0 0.0 -0.1 -0.0409
C -1.056 1.822 -3.290 0.1 -0.1 0.1 -0.1037
N -0.502 0.718 -2.776 -0.2 -0.1 -0.2 0.0455
C 2.782 1.527 0.662 0.0 -0.1 -0.3 -0.2161
C 3.605 2.437 1.294 0.1 0.0 0.1 -0.0074
C 3.680 3.728 0.801 0.1 0.0 0.0 -0.0512
C 2.962 4.054 -0.336 0.0 0.1 0.0 -0.0565
C 2.153 3.084 -0.900 0.0 -0.2 0.0 -0.1443
N 2.036 1.848 -0.408 0.0 0.3 0.1 0.0408
H 3.427 -2.546 1.648 0.0 0.0 0.0 0.0902
H 3.567 -4.932 0.984 0.0 0.0 0.0 0.0893
H 2.246 -5.747 -0.949 0.0 0.0 0.0 0.0891
H 0.847 -4.169 -2.242 0.0 0.0 0.0 0.0895
H -1.195 -1.423 -5.236 0.0 0.0 0.0 0.1133
H -2.246 0.654 -6.214 0.0 0.0 0.0 0.1055
H -2.119 2.776 -4.868 0.0 0.0 0.0 0.1088
H -1.017 2.710 -2.689 0.0 0.1 0.1 0.0619
H 4.183 2.098 2.141 0.0 0.0 0.0 0.1150
H 4.308 4.467 1.287 0.0 0.0 0.0 0.1049
H 2.986 5.044 -0.771 0.0 -0.1 0.0 0.1040
H 1.570 3.310 -1.780 -0.1 0.0 0.0 0.0996
C -3.711 -0.167 3.133 0.1 0.0 0.0 -0.0444
C -2.317 -0.737 3.179 0.0 0.0 0.0 -0.3077
C -1.879 -1.634 2.209 0.0 0.1 0.0 -0.0628
C -0.558 -2.073 2.181 -0.1 -0.1 0.0 -0.0906
C 0.337 -1.643 3.151 0.1 0.0 0.0 -0.0919
C -0.099 -0.779 4.147 0.0 0.0 0.0 -0.1057
C -1.414 -0.328 4.155 0.0 0.0 0.1 -0.1125
H -4.202 -0.234 4.106 0.0 0.0 0.0 0.0741
H -4.326 -0.687 2.397 0.0 0.0 0.0 0.0724
H -3.674 0.888 2.845 0.0 0.0 0.0 0.0751
H -2.568 -1.971 1.444 0.0 0.0 0.0 0.0968
H -0.239 -2.772 1.413 0.0 0.1 0.0 0.1072
H 1.371 -1.970 3.117 -0.1 0.0 0.0 0.1001
H 0.597 -0.428 4.901 0.0 0.0 0.0 0.1021
H -1.735 0.382 4.913 0.0 -0.1 -0.1 0.1094
O 0.153 5.562 -1.070 0.0 0.0 -0.1 -0.2991
S -1.028 4.756 -0.888 0.0 -0.1 0.0 0.6376
O -1.923 4.650 -2.011 0.0 0.0 0.0 -0.3045
N -0.616 3.271 -0.298 -0.2 0.3 0.3 -0.1340
C -0.919 3.176 0.987 0.2 -0.1 -0.2 -0.7799
S -0.463 1.892 1.973 0.0 0.2 0.2 0.7439
C -1.720 4.328 1.516 0.1 -0.1 0.0 -0.2178
C -2.294 4.477 2.766 0.0 0.0 0.1 -0.0262
C -3.051 5.616 3.008 0.0 0.0 0.0 -0.0706
C -3.229 6.583 2.020 0.0 0.0 0.0 -0.0779
C -2.647 6.433 0.765 0.0 0.0 0.0 -0.0360
C -1.896 5.295 0.552 -0.1 0.0 0.0 -0.2193
H -2.148 3.709 3.517 0.0 0.0 0.0 0.1000
H -3.515 5.757 3.978 0.0 0.0 -0.1 0.1018
H -3.837 7.456 2.226 0.0 0.0 0.0 0.1009
H -2.779 7.175 -0.014 0.0 0.0 0.0 0.1194
C -6.658 -6.330 -1.319 0.1 0.0 -0.1 -0.0570
C -5.871 -5.460 -2.269 0.0 0.0 0.0 -0.2319
C -5.734 -5.834 -3.603 0.0 0.0 0.0 -0.0604
C -5.014 -5.052 -4.496 0.0 0.0 0.1 -0.0843
C -4.440 -3.869 -4.059 0.0 0.0 -0.1 -0.0156
C -4.573 -3.480 -2.734 0.0 0.1 0.1 -0.2151
N -3.988 -2.254 -2.309 -0.3 0.2 -0.1 0.0945
C -4.752 -1.151 -1.989 0.1 -0.1 0.1 -0.1879
C -6.102 -1.073 -2.376 0.0 0.0 0.0 -0.0263
C -6.857 0.049 -2.092 0.0 0.0 0.0 -0.0956
C -6.306 1.137 -1.418 0.0 0.0 0.0 -0.1017
C -4.981 1.069 -1.026 0.0 0.0 0.0 -0.0233
C -4.199 -0.055 -1.283 0.1 0.0 0.0 -0.0600
C -2.790 -0.056 -0.789 0.0 -0.1 0.0 -0.5870
O -2.089 -1.114 -0.850 0.2 0.2 0.0 -0.0916
O -2.284 0.998 -0.317 -0.5 0.0 -0.1 -0.1470
C -5.272 -4.277 -1.819 0.0 0.0 0.1 -0.1618
C -5.381 -3.855 -0.375 0.0 0.0 -0.1 -0.0186
H -7.187 -7.113 -1.864 0.0 0.0 0.0 0.0702
H -7.392 -5.748 -0.758 0.0 0.0 0.0 0.0788
H -6.004 -6.816 -0.588 0.0 0.0 0.0 0.0833
H -6.199 -6.755 -3.944 0.0 0.1 0.0 0.1030
H -4.904 -5.364 -5.527 0.0 0.0 0.0 0.0974
H -3.879 -3.231 -4.733 0.0 0.0 0.1 0.1133
H -3.065 -2.259 -1.887 0.1 0.0 0.0 0.1152
H -6.545 -1.905 -2.910 0.0 0.0 0.0 0.1104
H -7.895 0.077 -2.403 0.0 0.0 0.0 0.0973
H -6.900 2.019 -1.212 0.0 0.0 0.0 0.0922
H -4.510 1.891 -0.500 0.0 0.0 0.0 0.1166
H -6.306 -3.295 -0.195 0.0 0.0 0.0 0.0931
H -4.552 -3.205 -0.099 0.0 0.0 0.0 0.0735
H -5.380 -4.718 0.290 0.0 0.0 0.0 0.0739